(1)
94
Properties=species:S:1:pos:R:3:forces:R:3 method="wB97M-V/def2-TZVPD" largest_force_ev_per_a=9.6 homo_lumo_gap_ev="7.2935 / 6.4481" total_charge=+3 multiplicity=2
O 1.704 -2.545 -0.764 -1.2 -0.3 0.0
C 0.834 -1.581 -0.686 -0.2 -0.5 -0.4
O 1.322 -0.480 -0.329 -1.3 1.3 0.2
O -0.365 -1.669 -0.939 -1.0 0.4 -0.1
H 2.304 -1.858 -0.466 3.5 -0.9 0.4
C -5.809 -0.353 1.593 0.6 -0.2 -0.7
C -4.393 -0.849 1.844 0.1 -1.1 0.2
C -4.148 -2.280 1.279 -0.1 0.0 0.4
C -2.674 -2.632 1.539 0.9 -1.1 0.5
N -2.178 -4.133 1.308 -0.9 0.3 0.4
C -2.887 -5.068 2.312 -0.8 0.0 0.0
C -1.861 -5.543 3.345 -0.5 0.0 0.8
C -0.662 -4.655 3.192 -0.2 0.1 -0.1
C -0.718 -4.479 1.705 0.2 1.3 -1.1
C -2.514 -4.514 -0.142 0.1 0.7 1.5
H -6.523 -1.100 1.939 -0.1 0.1 0.1
H -5.927 -0.265 0.513 -0.4 0.3 0.0
H -5.972 0.595 2.106 -0.2 -0.1 -0.2
H -4.302 -0.883 2.930 0.5 -0.1 0.1
H -3.584 -0.247 1.432 -0.2 0.6 0.1
H -4.445 -2.329 0.232 0.3 0.2 -0.2
H -4.855 -2.944 1.776 0.2 -0.2 0.2
H -2.431 -2.434 2.584 -0.2 -0.1 0.1
H -1.984 -2.000 0.979 -0.1 -0.1 -0.4
H -3.339 -5.908 1.785 0.1 0.1 -0.2
H -3.710 -4.518 2.768 0.1 0.0 -0.1
H -1.569 -6.576 3.159 -0.3 0.0 0.3
H -2.210 -5.346 4.358 -0.4 -0.9 -0.1
H 0.247 -5.152 3.530 0.0 0.1 -0.2
H -0.817 -3.771 3.811 0.3 0.4 -0.4
H -0.577 -5.464 1.261 0.3 0.1 -0.2
H -0.026 -3.754 1.276 -0.1 0.0 -0.2
H -2.113 -3.746 -0.803 0.6 -0.4 0.0
H -3.591 -4.399 -0.261 0.0 -0.6 0.2
H -2.136 -5.532 -0.240 -0.2 0.2 -0.7
C 4.178 -1.040 -2.175 0.1 1.5 -0.6
C 4.760 0.446 -2.347 1.0 -2.0 -0.2
C 4.444 1.488 -1.331 -0.5 0.8 1.6
C 4.521 1.025 0.135 -0.6 0.6 0.7
N 4.299 2.150 1.193 0.5 0.5 1.5
C 4.271 1.498 2.647 -0.7 -0.5 -1.3
C 3.370 2.325 3.529 0.3 0.6 0.2
C 2.620 3.307 2.597 -0.1 -0.4 -0.2
C 2.927 2.813 1.130 0.1 0.5 1.1
C 5.416 3.254 1.240 -0.4 -1.9 -0.7
H 4.494 -1.695 -2.986 0.7 0.1 0.2
H 3.099 -1.142 -2.288 -0.2 0.6 0.2
H 4.476 -1.457 -1.213 0.1 -0.1 -0.1
H 4.635 0.862 -3.346 -0.4 -0.2 0.0
H 5.845 0.375 -2.261 0.2 -0.6 -0.3
H 3.454 1.894 -1.539 -0.2 0.2 0.3
H 5.171 2.298 -1.392 -0.1 0.2 -0.5
H 5.449 0.550 0.454 0.2 0.1 -0.4
H 3.724 0.315 0.356 -0.1 0.0 0.0
H 5.244 1.349 3.115 0.2 -0.1 -0.8
H 3.757 0.561 2.433 0.4 -0.3 0.2
H 3.967 2.860 4.268 0.0 0.2 -0.2
H 2.769 1.661 4.150 -0.4 0.0 -0.4
H 2.910 4.322 2.868 0.3 0.0 -0.6
H 1.543 3.301 2.767 0.0 -0.2 -0.1
H 2.895 3.592 0.368 0.4 0.1 0.1
H 2.162 2.089 0.852 0.3 -0.4 0.0
H 5.313 3.853 0.335 -0.1 0.4 0.5
H 6.362 2.717 1.169 0.0 -0.1 0.0
H 5.412 3.725 2.224 -0.4 0.4 -0.4
C -0.403 3.477 -3.652 -2.1 1.1 0.3
C -0.207 2.248 -2.744 2.2 0.0 -0.7
C -0.026 2.759 -1.278 -0.4 -0.8 0.6
C -1.324 3.129 -0.580 -1.8 -1.2 -0.9
C -2.359 1.925 -0.751 1.4 1.1 0.4
C -2.645 1.452 -2.219 -0.9 -2.2 1.4
N -1.334 1.239 -2.876 2.7 -4.8 -5.2
O -1.036 0.130 -3.710 -2.6 7.2 5.8
C -3.558 2.453 -3.002 0.2 -0.7 -1.1
C -3.371 0.004 -2.173 0.0 0.9 -1.5
C 1.128 1.621 -3.190 0.1 -1.6 0.4
H -0.392 3.395 -4.739 0.3 -0.7 0.2
H 0.230 4.307 -3.340 0.6 -0.5 0.0
H -1.378 3.891 -3.394 -0.2 0.1 -0.3
H 0.792 3.471 -1.166 -0.4 0.7 -0.9
H 0.446 1.961 -0.705 -0.4 -0.7 0.0
H -1.938 3.936 -0.980 0.9 0.7 -0.2
H -1.186 3.318 0.484 0.0 0.0 -0.1
H -3.307 2.302 -0.366 -0.1 -0.4 0.0
H -1.965 1.124 -0.126 -0.4 -0.4 -0.2
H -3.534 2.101 -4.033 0.0 0.2 -0.2
H -3.337 3.521 -3.013 0.3 -0.3 0.4
H -4.602 2.323 -2.720 0.2 -0.2 0.5
H -3.579 -0.304 -3.198 -0.1 0.4 -0.3
H -4.369 0.041 -1.735 0.3 0.4 0.5
H -2.813 -0.876 -1.852 0.5 0.6 0.8
H 1.903 2.382 -3.289 -0.2 0.0 0.0
H 1.144 0.940 -4.041 -0.5 1.0 -0.8
H 1.441 0.847 -2.489 0.2 0.4 0.8


(2)
16
Properties=species:S:1:pos:R:3:forces:R:3 method="wB97M-V/def2-TZVPD" relative_energy_kj_mol=249.3 largest_force_ev_per_a=2.5 homo_lumo_gap_ev=8.5600 smiles=Cc1[nH]cc2c1CN2
C 2.062 -0.942 -0.029 1.8 1.2 -0.5
C 0.896 -0.025 -0.006 2.3 -0.4 -0.2
N 1.036 1.351 -0.051 0.3 0.2 0.2
C -0.264 1.932 0.015 -0.1 -1.0 -0.6
C -1.123 0.849 -0.009 1.0 0.5 0.0
C -0.398 -0.354 0.028 0.0 1.2 -0.2
C -1.641 -1.154 -0.018 -2.0 -0.1 0.8
N -2.390 0.205 -0.195 0.7 -0.4 -0.3
H 2.116 -1.572 0.820 -0.2 -0.5 1.2
H 1.931 -1.623 -0.850 0.4 -0.2 -0.7
H 3.089 -0.420 -0.050 -1.6 -0.7 -0.3
H 1.950 1.823 -0.326 -2.2 -0.9 0.8
H -0.384 2.980 0.136 -0.1 0.5 -0.2
H -1.910 -1.758 -0.880 0.5 -0.2 -0.1
H -1.935 -1.738 0.906 0.4 0.8 -0.8
H -3.035 0.445 0.507 -1.2 0.0 1.0


(3)
99
Properties=species:S:1:pos:R:3:forces:R:3 method="wB97M-V/def2-TZVPD" largest_force_ev_per_a=0.9 homo_lumo_gap_ev=8.5072 smiles="N=P(O)(O)[C@]1(CCOC=O)NC(=O)[C@@H](B(N)O)[C@@]1(S)CCCCCN.COCCNCCOC.COCCNCCOC"
N 2.351 -3.308 0.200 0.2 -0.1 -0.7
P 2.843 -2.664 -1.109 -0.4 -0.2 0.6
O 4.334 -3.095 -1.534 0.0 -0.1 -0.3
O 1.964 -3.088 -2.401 -0.1 0.2 0.0
C 3.178 -0.839 -1.190 0.5 -0.2 0.0
C 3.597 -0.546 -2.690 -0.3 -0.1 -0.1
C 2.904 0.537 -3.495 0.2 -0.3 -0.3
O 3.446 0.558 -4.841 0.0 0.4 0.3
C 2.766 -0.172 -5.731 -0.3 0.0 -0.8
O 2.598 0.157 -6.869 0.3 -0.1 0.4
N 4.398 -0.689 -0.349 0.1 0.6 -0.5
C 4.615 0.697 -0.268 0.6 0.2 -0.1
O 5.711 1.213 -0.309 -0.6 -0.3 0.2
C 3.268 1.341 -0.102 0.1 -0.2 0.1
B 2.992 2.828 -0.581 0.2 0.2 -0.3
N 3.736 3.538 -1.618 -0.7 0.1 0.1
O 2.028 3.484 0.166 -0.2 -0.6 0.0
C 2.243 0.196 -0.443 0.0 0.2 0.5
S 1.580 -0.432 1.181 -0.1 0.0 -0.2
C 0.977 0.728 -1.125 -0.1 -0.2 0.0
C -0.029 -0.295 -1.674 -0.2 0.4 -0.1
C -1.202 -0.668 -0.759 0.2 -0.6 -0.2
C -2.353 -1.269 -1.559 -0.1 0.2 -0.2
C -3.152 -0.259 -2.414 0.2 0.3 -0.1
N -3.080 1.135 -1.936 0.0 -0.3 0.1
H 1.464 -3.782 0.080 -0.1 0.1 0.3
H 4.309 -4.011 -1.846 0.2 0.0 0.2
H 1.687 -2.356 -2.961 0.0 -0.1 -0.1
H 3.472 -1.456 -3.280 0.2 0.0 0.0
H 4.667 -0.341 -2.728 0.0 0.0 0.1
H 3.113 1.526 -3.114 -0.1 0.1 0.1
H 1.832 0.369 -3.570 -0.1 0.1 0.1
H 2.389 -1.133 -5.349 -0.1 0.0 0.2
H 5.228 -1.143 -0.714 -0.1 -0.3 0.1
H 3.209 1.467 0.986 -0.1 0.1 0.0
H 3.737 4.536 -1.431 -0.1 0.0 0.0
H 3.358 3.445 -2.554 0.5 -0.3 -0.2
H 1.380 3.938 -0.380 0.3 0.5 0.1
H 2.587 -1.242 1.515 0.1 0.0 0.0
H 0.459 1.338 -0.380 0.1 0.0 0.0
H 1.237 1.420 -1.922 0.2 0.1 0.0
H 0.458 -1.222 -1.971 0.1 -0.1 0.0
H -0.450 0.132 -2.592 0.0 0.0 0.0
H -1.533 0.200 -0.195 0.0 0.0 0.0
H -0.857 -1.439 -0.069 0.0 0.2 0.2
H -3.019 -1.818 -0.900 -0.1 0.1 0.2
H -1.950 -2.021 -2.248 0.0 -0.1 0.1
H -2.771 -0.278 -3.437 0.0 0.0 0.0
H -4.194 -0.577 -2.479 0.0 -0.1 0.0
H -2.786 1.754 -2.674 -0.1 0.1 0.0
H -3.970 1.451 -1.585 0.0 0.1 0.0
C 0.443 9.021 5.378 0.0 0.0 -0.1
O 1.356 8.756 4.333 -0.1 -0.1 0.1
C 2.656 8.380 4.771 0.1 0.1 -0.1
C 2.958 6.947 4.400 -0.1 -0.1 0.0
N 2.137 6.022 5.168 0.0 0.0 -0.1
C 2.230 4.629 4.740 -0.1 0.0 0.1
C 1.725 4.276 3.348 0.1 -0.2 0.0
O 0.326 4.419 3.189 0.0 0.1 0.0
C -0.118 5.705 2.809 -0.1 -0.1 0.0
H -0.471 9.396 4.921 0.0 0.0 0.0
H 0.204 8.122 5.956 0.0 0.0 0.0
H 0.831 9.784 6.061 0.0 0.0 0.0
H 2.756 8.526 5.851 0.0 0.0 0.0
H 3.377 9.035 4.272 0.0 0.0 0.0
H 4.012 6.741 4.610 0.0 0.0 0.0
H 2.807 6.848 3.315 0.1 0.0 0.0
H 1.171 6.318 5.109 0.0 0.0 0.0
H 1.665 4.031 5.459 0.0 0.0 0.0
H 3.276 4.314 4.819 0.0 0.0 0.0
H 1.937 3.217 3.180 0.0 0.0 0.0
H 2.251 4.824 2.558 0.0 0.1 0.0
H 0.621 6.219 2.188 0.0 0.0 0.0
H -0.352 6.335 3.673 0.1 0.1 0.0
H -1.035 5.579 2.231 0.0 0.0 0.0
C -3.872 -8.351 -2.708 -0.1 0.0 0.0
O -5.120 -7.853 -2.272 0.1 0.0 0.0
C -5.582 -8.414 -1.050 -0.2 -0.1 0.0
C -5.624 -7.367 0.040 0.1 0.1 0.0
N -4.281 -6.953 0.419 -0.1 0.1 -0.1
C -4.227 -5.815 1.329 0.1 -0.1 0.0
C -4.741 -4.472 0.824 0.0 0.1 0.2
O -3.958 -3.906 -0.213 -0.1 -0.1 -0.1
C -4.291 -4.328 -1.523 0.2 0.1 0.0
H -3.682 -7.930 -3.693 0.0 0.0 0.0
H -3.055 -8.060 -2.038 0.0 -0.1 0.0
H -3.886 -9.442 -2.791 0.0 0.0 0.0
H -4.952 -9.256 -0.749 0.0 0.0 0.0
H -6.595 -8.790 -1.218 0.0 0.0 0.0
H -6.125 -7.787 0.917 0.0 0.0 0.0
H -6.237 -6.532 -0.328 -0.1 0.0 0.0
H -3.761 -6.728 -0.419 0.0 0.0 0.0
H -3.184 -5.679 1.621 0.0 0.0 0.0
H -4.780 -6.074 2.238 0.0 0.0 0.0
H -4.684 -3.768 1.658 0.0 0.0 0.0
H -5.794 -4.514 0.520 0.0 -0.1 -0.1
H -5.353 -4.568 -1.622 0.0 0.0 0.0
H -3.696 -5.194 -1.826 -0.1 -0.1 -0.1
H -4.054 -3.510 -2.204 0.0 0.0 0.0


(4)
7
Properties=species:S:1:pos:R:3:forces:R:3 method="wB97M-V/def2-TZVPD" relative_energy_kj_mol=310.9 largest_force_ev_per_a=1.1 homo_lumo_gap_ev="8.2298 / 8.9532"
C 1.361 -0.397 0.484 -0.4 -0.1 -0.5
N 2.151 -0.111 1.264 0.6 0.1 0.5
N -0.667 0.682 -0.814 0.3 0.2 0.1
O -0.012 1.681 -0.639 -0.2 0.3 -0.1
O -1.834 0.611 -1.125 -0.2 0.0 -0.1
P 0.167 -0.927 -0.697 -0.3 -0.8 0.8
H -1.167 -1.539 1.527 0.4 0.2 -0.7


(5)
105
Properties=species:S:1:pos:R:3:forces:R:3 method="wB97M-V/def2-TZVPD" relative_energy_kj_mol=0.7 largest_force_ev_per_a=0.5 homo_lumo_gap_ev="6.3904 / 6.3982" total_charge=-2 multiplicity=6
Dy 0.225 -0.114 -0.840 -0.1 -0.4 0.2
F 1.083 -2.974 -5.591 0.0 -0.1 0.0
C 1.002 -1.692 -5.145 0.0 0.0 0.0
C 0.678 -1.439 -3.832 0.1 0.0 0.2
C 0.559 -0.137 -3.334 0.0 0.0 -0.2
C 0.754 0.906 -4.264 -0.1 0.1 0.1
C 1.127 0.601 -5.567 0.0 0.0 0.0
F 1.417 1.598 -6.455 0.0 0.0 -0.1
C 1.264 -0.685 -6.046 0.0 0.0 -0.1
C 0.511 2.320 -3.872 0.0 -0.1 0.1
C -0.055 3.235 -4.765 -0.1 0.1 0.0
C -0.257 4.541 -4.366 0.0 0.0 0.0
C 0.113 4.911 -3.083 0.0 0.0 0.0
C 0.624 3.931 -2.251 0.0 -0.1 -0.1
N 0.808 2.662 -2.618 0.1 0.2 0.1
H 0.497 -2.282 -3.182 0.1 0.0 -0.1
H 1.559 -0.885 -7.066 0.0 0.0 0.0
H -0.345 2.912 -5.753 0.0 0.0 0.0
H -0.701 5.257 -5.046 0.0 0.0 0.0
H -0.006 5.925 -2.724 0.0 0.0 0.0
H 0.890 4.186 -1.235 0.1 0.0 0.0
C 2.706 -3.307 -0.561 -0.1 0.0 -0.1
O 1.392 -2.792 -0.662 0.3 -0.1 -0.1
Si 0.024 -3.735 -0.942 0.1 0.3 0.1
C 0.185 -4.505 -2.668 -0.1 0.0 -0.2
C 0.174 -5.293 0.110 -0.1 0.0 0.2
C -1.260 -2.495 -0.607 -0.1 0.1 0.3
Si -2.746 -2.604 -1.677 -0.1 0.0 -0.1
C -3.260 -4.404 -2.018 0.0 -0.2 0.0
C -2.565 -1.815 -3.378 0.0 0.1 -0.1
C -4.311 -1.798 -1.000 0.0 0.1 0.1
Si -1.697 -2.567 1.206 0.0 -0.1 0.0
C -2.839 -4.039 1.618 -0.2 -0.1 -0.2
C -0.238 -2.882 2.376 0.1 -0.1 0.0
C -2.654 -1.069 1.824 -0.1 0.1 0.1
H 2.971 -3.904 -1.443 0.0 0.0 0.0
H 2.812 -3.935 0.329 0.0 0.0 0.0
H 3.407 -2.479 -0.493 0.0 0.0 0.0
H 0.039 -5.588 -2.611 0.0 0.0 0.0
H 1.185 -4.322 -3.075 0.0 -0.1 0.0
H -0.530 -4.111 -3.396 0.1 -0.1 0.0
H 1.117 -5.802 -0.117 0.0 0.0 0.0
H -0.644 -5.977 -0.146 0.1 0.0 0.0
H 0.134 -5.104 1.180 0.0 -0.1 0.0
H -2.506 -4.934 -2.610 -0.1 0.0 0.0
H -4.210 -4.446 -2.566 0.1 0.0 0.0
H -3.386 -4.949 -1.075 0.0 0.0 -0.1
H -1.903 -2.377 -4.045 0.0 0.1 0.0
H -2.162 -0.800 -3.298 0.0 -0.1 -0.1
H -3.551 -1.748 -3.853 0.1 0.0 0.0
H -4.633 -2.222 -0.046 0.0 0.0 -0.1
H -5.121 -1.942 -1.725 0.1 0.0 0.0
H -4.161 -0.722 -0.862 0.0 -0.1 0.0
H -2.348 -4.989 1.377 0.0 0.1 0.0
H -3.773 -3.996 1.047 0.0 0.0 0.1
H -3.095 -4.051 2.685 0.0 0.0 -0.1
H -0.238 -3.919 2.726 0.0 0.0 0.0
H -0.307 -2.229 3.248 0.0 0.0 -0.1
H 0.724 -2.678 1.899 0.0 0.0 0.1
H -3.698 -1.110 1.504 0.0 0.0 0.1
H -2.244 -0.131 1.448 0.0 0.0 0.0
H -2.627 -1.035 2.919 0.0 0.0 -0.1
O 4.530 -0.093 -0.233 0.1 0.1 -0.1
C 3.424 -0.108 0.300 -0.2 -0.4 0.1
O 2.321 -0.102 -0.363 0.3 0.1 0.0
C 3.340 -0.206 1.813 -0.1 0.1 0.1
C 4.563 -0.444 2.450 0.0 0.0 0.0
C 4.681 -0.541 3.823 0.0 0.0 0.0
C 3.537 -0.380 4.602 -0.1 0.0 0.0
C 2.319 -0.144 3.998 0.1 0.0 0.0
C 2.169 -0.064 2.595 0.0 0.0 -0.1
S 0.536 0.241 2.040 -0.1 -0.3 0.2
H 5.431 -0.542 1.811 0.0 0.0 0.0
H 5.645 -0.730 4.279 0.0 0.0 0.0
H 3.597 -0.437 5.685 0.0 0.0 0.0
H 1.428 -0.012 4.601 0.0 0.0 0.0
S -2.159 1.366 -1.062 0.4 0.1 0.2
C -1.901 2.645 0.090 -0.4 0.1 -0.3
N -2.904 3.390 0.426 0.0 -0.3 0.2
N -2.677 4.355 1.413 0.3 0.3 -0.1
C -2.378 4.116 2.742 -0.2 -0.2 0.0
C -1.997 2.868 3.249 0.0 0.1 -0.1
C -1.716 2.719 4.598 0.0 0.0 0.0
C -1.807 3.788 5.482 0.0 0.0 -0.1
C -2.196 5.026 4.984 0.0 0.0 -0.1
C -2.480 5.190 3.639 0.0 0.0 0.1
N -0.635 3.009 0.640 -0.3 0.4 0.2
N 0.348 2.343 0.313 0.2 -0.1 0.0
C 1.561 2.889 0.892 0.2 -0.1 -0.2
C 1.564 3.560 2.111 -0.1 -0.1 0.0
C 2.752 4.064 2.607 0.0 0.0 0.0
C 3.937 3.912 1.889 -0.1 0.0 0.0
C 3.923 3.245 0.676 0.0 0.0 0.0
C 2.733 2.727 0.175 0.0 0.1 -0.1
H -3.286 5.140 1.269 -0.2 0.0 0.0
H -1.906 2.011 2.598 0.0 0.0 0.0
H -1.407 1.742 4.952 0.0 0.0 0.0
H -1.574 3.662 6.532 0.0 0.0 0.0
H -2.274 5.879 5.649 0.0 0.0 0.0
H -2.773 6.165 3.260 0.0 0.0 0.0
H 0.639 3.641 2.667 0.0 0.0 0.0
H 2.757 4.559 3.570 0.0 0.0 0.0
H 4.869 4.298 2.286 0.0 0.0 0.0
H 4.841 3.091 0.122 0.0 0.0 0.0
H 2.713 2.187 -0.761 0.0 0.1 0.0


(6)
33
Properties=species:S:1:pos:R:3:forces:R:3 method="wB97M-V/def2-TZVPD" relative_energy_kj_mol=524.0 largest_force_ev_per_a=6.3 homo_lumo_gap_ev=10.0082 smiles=O.O.O.O.O.O.O.O.O.O.O
O 0.450 0.515 -0.515 -0.1 0.4 -2.2
H -0.313 1.107 -0.566 0.1 -0.4 0.6
H 0.509 0.137 0.335 0.1 0.0 1.7
O -3.943 0.974 1.522 -0.2 -0.8 -2.7
H -4.321 0.734 0.608 0.3 0.6 2.1
H -3.024 0.734 1.320 -0.1 0.1 0.4
O -1.455 -2.238 0.095 0.0 -0.8 3.3
H -1.051 -1.815 -0.604 1.0 1.4 -3.2
H -0.764 -2.012 0.758 -0.9 -0.5 -0.1
O 0.447 1.000 2.183 3.0 -1.9 1.8
H 0.433 1.604 2.974 0.2 -0.6 -1.7
H 0.572 0.166 2.628 0.7 -1.0 0.1
O -1.135 5.166 -0.322 1.2 -1.4 0.9
H -0.527 4.501 0.118 -1.1 1.2 -0.8
H -0.571 5.938 -0.395 0.0 0.2 -0.1
O -0.789 0.617 -2.875 2.5 0.9 2.4
H 0.080 0.894 -2.401 -2.1 -1.1 -1.0
H -0.786 1.202 -3.619 -0.2 0.4 -1.0
O 3.657 -0.765 -0.974 -1.6 4.7 -3.9
H 2.709 -0.740 -1.239 1.2 -0.3 0.6
H 3.856 -1.507 -0.516 0.0 -3.5 1.8
O -1.101 -0.624 -5.060 -2.1 0.5 -1.3
H -1.920 -0.393 -4.566 0.8 -0.3 -0.6
H -0.549 -0.941 -4.378 1.1 -0.5 1.2
O -1.088 2.290 2.331 -3.2 1.5 2.0
H -1.544 1.492 2.742 0.3 2.1 -1.6
H -1.489 2.651 1.554 -1.2 0.0 -0.2
O 3.737 -1.956 1.085 1.0 2.2 0.0
H 4.677 -1.694 1.067 -0.5 0.5 0.1
H 3.836 -2.792 1.426 -0.2 -3.5 1.4
O 0.779 -4.765 1.477 0.7 -3.0 0.4
H 0.272 -4.051 1.738 -1.5 2.9 0.4
H 0.355 -5.430 2.067 0.8 0.1 -0.8


Repeat the fourth record exactly.
7
Properties=species:S:1:pos:R:3:forces:R:3 method="wB97M-V/def2-TZVPD" relative_energy_kj_mol=310.9 largest_force_ev_per_a=1.1 homo_lumo_gap_ev="8.2298 / 8.9532"
C 1.361 -0.397 0.484 -0.4 -0.1 -0.5
N 2.151 -0.111 1.264 0.6 0.1 0.5
N -0.667 0.682 -0.814 0.3 0.2 0.1
O -0.012 1.681 -0.639 -0.2 0.3 -0.1
O -1.834 0.611 -1.125 -0.2 0.0 -0.1
P 0.167 -0.927 -0.697 -0.3 -0.8 0.8
H -1.167 -1.539 1.527 0.4 0.2 -0.7